[1]
The following is a quantum chemistry calculation of a structure of composition C17H19CsF7ILiN2NaO2PS, from the Open Molecules 2025 dataset.

Output
Molar mass   769.1 g/mol
E_HOMO   -7.17 eV
Charge   +1

Positions of all 53 atoms, in Å:
1 Cs -1.960 -4.836 -1.751
2 I -1.407 -5.126 0.699
3 S 4.473 -0.761 0.692
4 P -4.923 -0.749 1.318
5 Na 4.123 -0.088 3.543
6 F -3.590 -0.895 0.524
7 F -5.900 -1.581 2.202
8 F -4.541 0.741 1.571
9 F -4.127 -1.112 2.608
10 F -6.150 0.091 0.852
11 F -5.228 -1.736 0.152
12 F -2.251 3.651 3.491
13 O -2.660 1.041 -6.086
14 O -1.501 2.053 2.058
15 N 1.233 0.377 0.132
16 N -1.552 -1.013 -2.878
17 C 0.780 0.326 -3.586
18 C -3.116 1.662 -4.898
19 C 1.730 2.811 1.399
20 C 2.766 3.842 2.183
21 C 3.109 -3.428 0.951
22 C 1.421 -1.091 0.399
23 C 0.349 -3.806 0.680
24 C -0.963 0.768 1.589
25 C 2.171 1.280 0.884
26 C -0.495 -0.406 -3.199
27 C -0.200 0.831 0.129
28 C 0.156 -2.188 0.398
29 C 4.785 1.906 2.060
30 C 2.899 -1.831 0.667
31 C 3.764 0.919 1.248
32 C 4.308 3.396 2.549
33 C 1.830 -4.453 0.982
34 Li 4.886 -4.969 -0.242
35 H -0.968 -1.846 0.189
36 H 1.985 -5.599 1.199
37 H 1.421 0.448 -2.709
38 H 0.644 3.263 1.197
39 H -0.969 2.246 2.908
40 H 4.206 -3.838 1.135
41 H -2.499 1.337 -4.056
42 H -0.336 1.954 -0.253
43 H 0.536 1.313 -3.989
44 H -2.744 0.081 -5.957
45 H 4.995 4.167 3.111
46 H -1.857 -0.008 1.474
47 H 5.896 1.559 2.310
48 H -0.173 0.293 2.345
49 H 1.321 -0.245 -4.346
50 H 2.383 4.921 2.481
51 H -4.161 1.393 -4.723
52 H -0.865 0.190 -0.628
53 H -3.034 2.745 -5.010

From a Mulliken analysis of the wavefunction, the atomic charges in e read:
1. Cs 0.980
2. I -0.039
3. S -0.150
4. P 0.838
5. Na 0.963
6. F -0.231
7. F -0.331
8. F -0.285
9. F -0.334
10. F -0.329
11. F -0.354
12. F -0.819
13. O -0.513
14. O -0.428
15. N 0.608
16. N -0.532
17. C -0.663
18. C -0.300
19. C -0.314
20. C -0.469
21. C -0.994
22. C 0.215
23. C -0.449
24. C 0.409
25. C 0.543
26. C 0.530
27. C -0.367
28. C 0.445
29. C -0.498
30. C 0.099
31. C -0.453
32. C -0.454
33. C -0.672
34. Li 0.976
35. H 0.114
36. H 0.228
37. H 0.127
38. H 0.287
39. H 0.370
40. H 0.804
41. H -0.020
42. H 0.462
43. H 0.289
44. H 0.296
45. H 0.332
46. H -0.339
47. H 0.410
48. H 0.189
49. H 0.344
50. H 0.367
51. H 0.264
52. H -0.403
53. H 0.252

***

[2]
The following is a quantum chemistry calculation of an isolated molecule of C5H7NO2, from the Open Molecules 2025 dataset.

Output
Molar mass   113.1 g/mol
E_HOMO   -9.72 eV
Energy above the lowest of the compared OMol25 structures with the same formula, charge and spin   96.6 kcal/mol

Positions of all 15 atoms, in Å:
1 O -2.304 -0.511 -0.516
2 O -0.870 2.622 -0.538
3 N 1.228 -0.531 -0.072
4 C 1.006 0.975 0.004
5 C 0.100 -1.478 0.422
6 C -0.380 1.478 -0.477
7 C -1.196 -0.581 0.307
8 C -1.051 0.235 -0.947
9 H 0.278 -1.744 1.523
10 H 1.058 1.347 1.029
11 H -1.347 0.008 1.225
12 H 1.791 1.474 -0.531
13 H 2.022 -0.616 0.542
14 H -0.590 -0.255 -1.816
15 H 0.253 -2.420 -0.157

From a Mulliken analysis of the wavefunction, the atomic charges in e read:
1. O -0.432
2. O -0.585
3. N -0.453
4. C -0.522
5. C -0.551
6. C 0.319
7. C 0.122
8. C 0.012
9. H 0.266
10. H 0.316
11. H 0.285
12. H 0.379
13. H 0.274
14. H 0.275
15. H 0.295

***

| no. | frontier orbital gap (eV) |
| --- | --- |
| 1 | 1.378 |
| 2 | 10.415 |